{"formula": "C35H80F24NOP6", "method": "wB97M-V/def2-TZVPD", "multiplicity": 1, "total_energy_ev": -162113.03091, "total_charge": -1, "symbols": ["C", "C", "C", "C", "P", "C", "C", "C", "C", "C", "C", "C", "C", "C", "C", "C", "C", "H", "H", "H", "H", "H", "H", "H", "H", "H", "H", "H", "H", "H", "H", "H", "H", "H", "H", "H", "H", "H", "H", "H", "H", "H", "H", "H", "H", "H", "H", "H", "H", "H", "H", "H", "H", "C", "C", "C", "C", "P", "C", "C", "C", "C", "C", "C", "C", "C", "C", "C", "C", "C", "H", "H", "H", "H", "H", "H", "H", "H", "H", "H", "H", "H", "H", "H", "H", "H", "H", "H", "H", "H", "H", "H", "H", "H", "H", "H", "H", "H", "H", "H", "H", "H", "H", "H", "H", "H", "C", "C", "O", "N", "H", "H", "C", "H", "H", "H", "H", "H", "H", "P", "F", "F", "F", "F", "F", "F", "P", "F", "F", "F", "F", "F", "F", "P", "F", "F", "F", "F", "F", "F", "P", "F", "F", "F", "F", "F", "F"], "xyz": [[-2.19392, 0.98504, 5.75346], [-1.84030, 0.36857, 4.41158], [-2.79325, -0.71857, 3.95410], [-4.25430, -0.34944, 3.86796], [-5.28923, -1.82038, 3.90609], [-4.80241, -2.91023, 5.25730], [-4.62644, -2.22148, 6.59735], [-4.40986, -3.20842, 7.72381], [-3.28302, -4.19996, 7.47632], [-5.34281, -2.77629, 2.37396], [-4.91736, -1.93799, 1.16474], [-4.94314, -2.70576, -0.15204], [-3.87703, -3.79808, -0.17929], [-6.97304, -1.22926, 4.29917], [-7.62015, -0.46831, 3.14219], [-8.94916, 0.15253, 3.61939], [-9.81803, 0.59814, 2.46951], [-3.24144, 1.27092, 5.84193], [-1.59832, 1.88847, 5.91051], [-1.88924, 0.37462, 6.60952], [-0.82695, -0.03216, 4.47372], [-1.76988, 1.18620, 3.68807], [-2.70919, -1.57866, 4.63067], [-2.49554, -1.18327, 3.01446], [-4.47885, 0.21597, 2.95546], [-4.66534, 0.30942, 4.63927], [-3.89992, -3.41649, 4.89343], [-5.57235, -3.69422, 5.23000], [-5.46193, -1.53666, 6.77305], [-3.78207, -1.52719, 6.54169], [-5.35795, -3.72458, 7.90322], [-4.15355, -2.65995, 8.63394], [-3.46250, -4.76433, 6.56571], [-3.07767, -4.85941, 8.31748], [-2.34563, -3.65043, 7.34446], [-6.34816, -3.18146, 2.23512], [-4.64479, -3.60356, 2.53776], [-3.93410, -1.48516, 1.32207], [-5.57447, -1.06233, 1.07091], [-4.66747, -2.02828, -0.96227], [-5.94586, -3.10249, -0.32345], [-4.04239, -4.55385, 0.59402], [-2.86886, -3.42535, 0.00550], [-3.86350, -4.30872, -1.14292], [-6.79243, -0.68153, 5.22894], [-7.51927, -2.13992, 4.56885], [-7.79537, -1.16015, 2.31920], [-6.97005, 0.35649, 2.84313], [-8.69750, 0.95404, 4.32228], [-9.42349, -0.58346, 4.27947], [-10.06533, -0.27214, 1.84868], [-9.27998, 1.27655, 1.80608], [-10.78656, 1.01555, 2.74035], [8.32313, 1.03054, -1.13903], [6.83023, 0.98370, -0.85750], [5.93777, 0.65489, -2.05608], [6.28882, 1.46923, -3.29523], [5.04309, 1.41368, -4.59984], [4.76888, -0.33026, -5.05365], [4.09292, -0.61100, -6.37429], [4.02450, -2.10612, -6.64604], [3.40793, -2.40886, -8.01045], [3.53763, 2.04566, -3.88207], [3.55570, 3.54457, -3.57845], [2.48783, 3.99809, -2.60577], [2.68801, 5.44286, -2.18285], [5.61270, 2.48405, -5.94104], [4.63686, 2.77993, -7.08181], [5.31288, 3.58383, -8.18989], [4.36131, 3.94906, -9.31523], [8.71786, 0.05908, -1.46773], [8.88053, 1.24406, -0.22769], [8.58275, 1.72680, -1.93761], [6.52288, 1.94734, -0.43671], [6.59381, 0.25868, -0.07599], [4.89822, 0.73912, -1.73691], [6.05143, -0.40173, -2.32531], [7.23497, 1.18549, -3.76671], [6.42777, 2.53241, -3.06006], [4.27482, -0.71637, -4.15726], [5.80356, -0.69708, -4.96227], [4.53459, -0.10442, -7.23554], [3.08357, -0.18240, -6.33727], [3.42746, -2.63485, -5.90208], [5.03251, -2.52644, -6.59851], [4.09602, -2.22351, -8.84099], [2.47090, -1.89881, -8.21921], [3.24950, -3.49067, -8.03106], [3.28616, 1.38254, -3.04433], [2.67000, 1.77993, -4.50507], [3.34828, 4.14260, -4.47707], [4.56781, 3.83460, -3.26804], [2.44456, 3.33079, -1.73320], [1.47887, 3.88157, -3.01632], [1.92390, 5.78565, -1.50775], [2.69492, 6.04130, -3.10386], [3.66032, 5.62351, -1.71567], [6.53818, 2.12705, -6.40319], [5.87715, 3.38374, -5.36908], [3.80224, 3.35537, -6.67563], [4.28060, 1.85109, -7.52792], [6.15916, 3.06368, -8.65014], [5.73029, 4.47357, -7.69808], [4.81933, 4.51663, -10.12113], [3.50042, 4.54270, -8.98990], [3.91601, 3.02072, -9.68771], [-0.05228, 1.67263, 0.12771], [-0.47365, 0.41863, 0.78350], [-1.57871, 0.10438, 0.99340], [0.64323, -0.59955, 0.90848], [1.03178, -0.76723, -0.03700], [1.34489, -0.22026, 1.56553], [0.28853, -1.90820, 1.51683], [0.37358, 1.60381, -0.86610], [0.60780, 2.21112, 0.81626], [-0.97228, 2.25482, 0.06933], [0.99890, -2.67046, 1.22738], [-0.69982, -2.24284, 1.21608], [0.23801, -1.81909, 2.59585], [1.51541, -1.69873, -2.56337], [2.56361, -2.74770, -3.16529], [2.57892, -1.19102, -1.44698], [2.08837, -0.55638, -3.60604], [0.45411, -0.57362, -1.99551], [0.42754, -2.08490, -3.70369], [0.88444, -2.79304, -1.60009], [3.15639, 0.21124, 3.61925], [3.64603, -0.60329, 4.92183], [1.64338, 0.18249, 4.21940], [3.42356, 1.60866, 4.35555], [2.67274, 1.00998, 2.28169], [4.65786, 0.21409, 3.04226], [2.81254, -1.19053, 2.85425], [-1.16215, 5.47013, 1.21179], [0.43294, 5.22238, 1.25814], [-1.44564, 4.00802, 1.83382], [-1.12132, 6.13465, 2.67445], [-2.77523, 5.68090, 1.11660], [-0.97457, 6.95382, 0.55814], [-1.14000, 4.85094, -0.30325], [-1.68420, -4.80542, 3.14957], [-0.41839, -3.89073, 3.68116], [-0.94788, -4.87422, 1.71784], [-0.93853, -6.09727, 3.74701], [-2.85393, -5.74854, 2.66460], [-2.41734, -4.57429, 4.59159], [-2.37881, -3.42561, 2.64436]], "forces_ev_per_a": [[0.642, 0.342, 0.545], [0.191, 0.458, -0.121], [0.496, -0.936, 0.393], [-0.639, 0.393, -0.697], [-0.694, 0.102, 0.307], [-0.027, -0.119, -1.029], [0.247, 0.624, -0.301], [-0.114, -0.120, 0.732], [0.344, 0.417, -0.261], [0.593, 0.126, -0.031], [-0.289, 0.723, -0.229], [0.970, -0.050, 0.174], [-0.160, -0.618, 0.174], [1.022, -0.749, -0.213], [-0.443, 0.476, 1.114], [0.505, -0.336, 0.619], [-0.265, -0.528, -0.558], [-0.049, -0.021, 0.079], [-0.168, 0.106, -0.224], [-0.380, -0.359, -0.140], [-0.051, -0.142, -0.055], [-0.224, -0.125, -0.190], [0.211, 0.232, 0.201], [0.131, 0.419, -0.146], [0.078, -0.187, -0.122], [0.347, -0.217, 0.377], [-0.035, 0.170, 0.268], [-0.042, 0.070, 0.353], [-0.239, -0.318, 0.350], [0.212, -0.225, -0.110], [0.041, -0.113, 0.118], [-0.290, 0.111, 0.030], [0.172, -0.276, 0.169], [-0.422, -0.143, 0.034], [-0.049, -0.009, -0.263], [-0.027, 0.007, 0.124], [-0.106, 0.002, -0.156], [0.123, -0.359, 0.025], [-0.142, -0.145, 0.060], [-0.434, 0.228, 0.013], [0.007, -0.054, -0.149], [-0.031, -0.032, -0.118], [-0.102, 0.254, -0.051], [-0.031, -0.013, 0.002], [-0.499, 0.373, -0.171], [-0.225, 0.166, -0.063], [0.087, 0.114, -0.173], [0.080, -0.189, -0.373], [-0.061, 0.240, -0.282], [-0.368, -0.054, -0.363], [0.091, 0.011, 0.046], [-0.081, 0.214, 0.140], [0.174, 0.272, 0.243], [0.236, -0.818, -0.124], [-0.229, 0.200, 0.188], [0.402, -0.690, 0.021], [-0.036, 0.669, -0.434], [-0.602, -0.693, 0.039], [1.466, 1.113, 0.785], [-0.760, -0.105, 0.145], [-0.364, 0.138, -0.453], [0.615, -0.843, -0.148], [-1.175, 0.008, -0.462], [-0.060, 0.139, -0.391], [-0.307, -0.475, 1.208], [0.520, 0.056, -0.702], [0.206, 0.045, -0.006], [0.150, -0.015, -0.079], [0.198, 0.772, 0.258], [-0.816, -0.103, 0.219], [-0.260, -0.004, -0.030], [-0.023, 0.354, -0.082], [0.045, 0.270, 0.243], [-0.033, 0.007, -0.119], [0.152, -0.006, 0.001], [-0.031, 0.279, -0.187], [0.074, -0.013, 0.132], [-0.003, -0.274, 0.183], [-0.157, -0.026, 0.108], [-0.413, -0.264, -0.347], [-0.154, -0.386, -0.478], [0.531, -0.113, 0.200], [-0.074, -0.259, 0.101], [0.056, 0.293, 0.298], [0.010, -0.026, -0.021], [0.000, 0.297, 0.096], [-0.092, 0.044, 0.218], [-0.333, 0.091, -0.206], [0.458, 0.349, 0.319], [0.336, 0.168, -0.354], [0.341, -0.351, -0.227], [-0.227, 0.149, 0.368], [0.324, 0.170, 0.032], [0.188, 0.052, -0.365], [-0.384, 0.148, 0.170], [-0.214, 0.227, 0.247], [-0.037, -0.244, 0.096], [0.078, -0.291, 0.425], [-0.014, 0.183, -0.380], [-0.191, -0.155, -0.220], [-0.276, 0.057, 0.231], [0.001, -0.248, 0.351], [0.009, 0.061, -0.331], [0.214, -0.207, -0.078], [0.184, 0.033, 0.257], [0.170, 0.116, -0.353], [-0.510, 1.225, 1.033], [1.530, -0.190, -2.288], [-1.622, -0.833, 1.113], [-0.009, -0.569, 0.868], [0.063, 0.487, 0.463], [0.475, 0.315, -0.665], [-1.031, -0.553, 0.276], [0.252, -0.544, 0.048], [0.175, 0.082, -0.251], [0.209, 0.227, -0.096], [0.266, 0.140, 0.016], [0.008, 0.201, -0.380], [0.329, 0.122, 0.049], [-1.268, 0.415, -1.521], [0.318, -0.023, 0.156], [-0.005, -0.219, 0.056], [0.292, 0.116, 0.219], [0.248, -0.108, 0.211], [0.234, -0.081, 0.107], [0.293, -0.004, 0.591], [0.400, -0.324, 1.278], [0.111, -0.055, -0.161], [-0.262, 0.300, -0.510], [-0.048, 0.149, -0.034], [-0.590, 0.054, -0.290], [0.080, -0.215, -0.244], [0.199, 0.091, -0.249], [-0.497, 0.779, -0.717], [0.142, 0.064, 0.189], [0.270, -0.297, 0.107], [-0.064, -0.197, 0.170], [0.127, -0.024, 0.013], [0.326, -0.192, 0.070], [-0.276, -0.260, 0.052], [2.895, 0.710, 0.914], [-0.517, -0.152, 0.076], [-0.177, -0.648, -0.065], [0.119, -0.091, -0.266], [-1.128, 0.195, -0.520], [-0.155, -0.193, -0.076], [-0.984, 0.011, -0.207]], "lowdin_charge": [-0.1026, -0.2315, -0.2506, -0.2541, 1.0215, -0.2755, -0.2419, -0.2613, -0.0989, -0.2458, -0.2546, -0.2445, -0.0991, -0.2773, -0.2468, -0.2764, -0.1134, 0.0574, 0.0800, 0.0741, 0.1003, 0.1112, 0.0967, 0.0764, 0.1080, 0.0931, 0.0622, 0.1192, 0.1011, 0.1039, 0.1062, 0.1069, 0.0540, 0.0733, 0.0892, 0.1060, 0.0751, 0.0956, 0.1023, 0.1095, 0.1054, 0.0605, 0.0715, 0.0740, 0.0894, 0.1038, 0.1080, 0.1141, 0.1127, 0.1060, 0.0745, 0.0790, 0.0695, -0.1139, -0.2473, -0.2332, -0.2854, 1.0021, -0.2582, -0.2558, -0.2545, -0.1112, -0.2737, -0.2530, -0.2664, -0.0926, -0.2627, -0.2468, -0.2757, -0.1123, 0.0776, 0.0746, 0.0589, 0.1166, 0.1185, 0.1067, 0.1184, 0.1009, 0.1011, 0.0854, 0.1055, 0.0963, 0.1228, 0.1121, 0.1133, 0.0684, 0.0745, 0.0723, 0.0867, 0.1135, 0.1090, 0.1018, 0.1122, 0.1228, 0.0717, 0.0746, 0.0761, 0.1083, 0.0986, 0.1123, 0.0911, 0.1117, 0.1137, 0.0704, 0.0765, 0.0763, 0.0250, -0.3978, 0.1738, 0.1075, 0.1198, 0.1179, -0.0197, 0.0830, 0.1034, 0.0853, 0.1054, 0.0729, 0.0846, 0.1665, -0.1418, -0.1573, -0.1950, -0.1744, -0.1615, -0.1176, 0.1410, -0.1569, -0.1702, -0.1468, -0.1805, -0.1611, -0.1686, 0.1327, -0.1752, -0.1751, -0.1619, -0.1872, -0.1912, -0.2002, 0.1559, -0.1760, -0.1466, -0.1458, -0.1256, -0.1913, -0.1773]}